## i
{
  "formula": "H16O8",
  "method": "ωB97M-V/def2-TZVPD",
  "charge": 0,
  "spin_multiplicity": 1,
  "smiles": "O.O.O.O.O.O.O.O",
  "gap_ev": 10.24,
  "e_lumo_ev": 0.17,
  "symbols": ["O", "H", "H", "O", "H", "H", "O", "H", "H", "O", "H", "H", "O", "H", "H", "O", "H", "H", "O", "H", "H", "O", "H", "H"],
  "positions_angstrom": [[0.20, 0.24, 0.08], [-0.01, 0.57, -0.80], [-0.25, 0.86, 0.68], [-0.83, 4.24, 3.52], [-0.66, 3.40, 3.97], [-0.71, 4.04, 2.59], [-1.70, -3.71, -3.01], [-2.36, -4.36, -2.73], [-1.47, -3.25, -2.19], [1.49, -0.44, 1.99], [1.56, -0.31, 2.94], [0.76, -1.07, 1.89], [-0.21, -0.86, -1.64], [0.17, -1.13, -0.80], [0.08, -1.54, -2.27], [-2.54, -1.59, -2.25], [-3.01, -1.65, -1.41], [-3.24, -1.56, -2.91], [1.95, 3.98, 2.89], [2.10, 4.91, 3.10], [1.34, 3.68, 3.57], [2.23, -1.79, -2.55], [2.02, -0.85, -2.59], [3.07, -1.82, -2.07]],
  "mulliken_charge": [-0.592, 0.304, 0.254, -0.650, 0.306, 0.345, -0.610, 0.297, 0.318, -0.593, 0.282, 0.320, -0.669, 0.423, 0.237, -0.528, 0.296, 0.263, -0.622, 0.317, 0.305, -0.644, 0.331, 0.309]
}



## ii
{
  "formula": "H16O8",
  "method": "ωB97M-V/def2-TZVPD",
  "charge": 0,
  "spin_multiplicity": 1,
  "smiles": "O.O.O.O.O.O.O.O",
  "gap_ev": 10.08,
  "e_lumo_ev": -0.75,
  "symbols": ["O", "H", "H", "O", "H", "H", "O", "H", "H", "O", "H", "H", "O", "H", "H", "O", "H", "H", "O", "H", "H", "O", "H", "H"],
  "positions_angstrom": [[-0.31, -2.77, -3.16], [0.32, -2.19, -2.77], [0.14, -3.58, -3.27], [-0.90, -3.00, -0.59], [-0.80, -2.82, -1.53], [-1.25, -2.20, -0.22], [1.71, -0.34, 2.28], [1.06, -0.45, 1.55], [2.50, -0.24, 1.76], [-0.29, 2.56, -0.17], [0.62, 2.51, 0.15], [-0.10, 2.76, -1.08], [1.14, -0.33, -2.33], [1.69, 0.37, -2.01], [1.00, 0.00, -3.20], [-0.30, -0.13, 0.31], [0.02, -0.29, -0.57], [-0.41, 0.82, 0.30], [-0.15, 3.90, 2.31], [-0.58, 3.52, 1.55], [0.30, 3.23, 2.82], [-1.76, -0.25, 2.96], [-1.49, -1.14, 2.77], [-2.15, 0.06, 2.14]],
  "mulliken_charge": [-0.695, 0.358, 0.353, -0.666, 0.391, 0.289, -0.636, 0.393, 0.279, -0.712, 0.370, 0.279, -0.644, 0.269, 0.309, -0.659, 0.274, 0.436, -0.653, 0.351, 0.325, -0.607, 0.300, 0.297]
}



## iii
{
  "formula": "H16O8",
  "method": "ωB97M-V/def2-TZVPD",
  "charge": 0,
  "spin_multiplicity": 1,
  "smiles": "O.O.O.O.O.O.O.O",
  "gap_ev": 10.23,
  "e_lumo_ev": -0.22,
  "symbols": ["O", "H", "H", "O", "H", "H", "O", "H", "H", "O", "H", "H", "O", "H", "H", "O", "H", "H", "O", "H", "H", "O", "H", "H"],
  "positions_angstrom": [[-0.42, -2.37, 1.14], [-0.76, -2.68, 0.30], [-0.26, -1.43, 0.99], [-2.18, 1.45, -1.30], [-2.74, 1.65, -2.06], [-2.04, 2.29, -0.88], [-0.19, 0.67, 0.35], [0.69, 0.60, -0.04], [-0.76, 0.86, -0.40], [2.07, -0.37, 2.63], [1.12, -0.43, 2.76], [2.38, 0.11, 3.40], [-1.33, 0.65, 2.75], [-0.95, 0.37, 1.92], [-1.51, 1.59, 2.62], [3.16, 0.96, -1.72], [3.99, 0.98, -2.19], [3.15, 1.76, -1.20], [1.73, -1.41, -1.16], [2.32, -0.66, -1.30], [1.16, -1.41, -1.92], [-3.22, -1.17, -1.43], [-2.87, -0.28, -1.44], [-2.54, -1.71, -1.83]],
  "mulliken_charge": [-0.595, 0.268, 0.361, -0.734, 0.310, 0.266, -0.555, 0.226, 0.414, -0.627, 0.327, 0.295, -0.633, 0.349, 0.278, -0.636, 0.284, 0.314, -0.588, 0.339, 0.295, -0.595, 0.340, 0.298]
}



## iv
{
  "formula": "H16O8",
  "method": "ωB97M-V/def2-TZVPD",
  "charge": 0,
  "spin_multiplicity": 1,
  "smiles": "O.O.O.O.O.O.O.O",
  "gap_ev": 9.16,
  "e_lumo_ev": 0.31,
  "symbols": ["O", "H", "H", "O", "H", "H", "O", "H", "H", "O", "H", "H", "O", "H", "H", "O", "H", "H", "O", "H", "H", "O", "H", "H"],
  "positions_angstrom": [[-0.25, 0.57, -1.36], [0.06, 0.10, -2.06], [-1.23, 0.45, -1.54], [2.40, 0.82, -0.39], [3.07, 1.16, 0.22], [1.59, 1.05, 0.00], [-3.07, 1.69, -0.26], [-3.06, 2.05, -1.21], [-2.63, 0.87, -0.43], [3.03, -2.31, -0.64], [2.62, -2.78, -1.35], [3.82, -2.82, -0.42], [1.26, 3.76, 0.68], [1.54, 4.53, 1.16], [0.68, 3.29, 1.34], [1.02, -0.92, -0.52], [1.24, -0.66, 0.38], [0.75, -1.83, -0.47], [-5.32, -1.62, 0.08], [-4.94, -1.40, 0.94], [-5.29, -0.68, -0.34], [0.58, -1.78, 1.79], [1.50, -1.72, 1.57], [0.63, -1.81, 2.82]],
  "mulliken_charge": [-0.433, 0.245, 0.182, -0.543, 0.272, 0.254, -0.618, 0.346, 0.294, -0.505, 0.277, 0.278, -0.613, 0.302, 0.318, -0.610, 0.273, 0.311, -0.652, 0.320, 0.335, -0.659, 0.319, 0.306]
}



Energy ordering: iii at the bottom, the next structure 0.0027 hartree above.



## i
{
  "formula": "C2HN4S",
  "method": "ωB97M-V/def2-TZVPD",
  "charge": -1,
  "spin_multiplicity": 1,
  "gap_ev": 7.05,
  "e_lumo_ev": 2.44,
  "symbols": ["C", "C", "N", "N", "N", "N", "S", "H"],
  "positions_angstrom": [[0.44, -0.16, 0.47], [-2.83, -0.41, -1.62], [0.71, 0.58, 1.55], [1.23, 0.16, -0.57], [1.65, 1.44, 1.11], [1.89, 1.22, -0.16], [-2.95, -1.81, -1.00], [-0.14, -1.02, 0.22]],
  "mulliken_charge": [0.092, 0.058, -0.432, -0.370, -0.324, -0.300, -0.075, 0.350]
}



## ii
{
  "formula": "C2HN4S",
  "method": "ωB97M-V/def2-TZVPD",
  "charge": -1,
  "spin_multiplicity": 1,
  "gap_ev": 4.72,
  "e_lumo_ev": 1.45,
  "symbols": ["C", "C", "N", "N", "N", "N", "S", "H"],
  "positions_angstrom": [[-0.13, -2.05, -1.35], [-0.10, -1.21, -0.21], [-2.05, 1.12, -0.49], [-0.19, -2.41, -2.43], [-2.48, 1.99, 0.17], [-2.95, 2.85, 0.76], [1.16, -1.56, 0.87], [-0.68, -0.26, -0.25]],
  "mulliken_charge": [0.370, -0.312, -0.915, -0.354, 0.528, -0.572, -0.196, 0.449]
}



Energy ordering: ii at the bottom, the next structure 0.0141 hartree above.



## i
{
  "formula": "C2H5NO2",
  "method": "ωB97M-V/def2-TZVPD",
  "charge": 0,
  "spin_multiplicity": 1,
  "gap_ev": 7.90,
  "e_lumo_ev": 0.55,
  "symbols": ["C", "C", "N", "O", "O", "H", "H", "H", "H", "H"],
  "positions_angstrom": [[-0.49, 0.73, -0.01], [0.70, -0.16, 0.00], [-2.33, -0.79, 0.00], [-1.73, 0.39, 0.00], [-0.26, 2.07, 0.00], [0.41, -1.18, 0.24], [1.42, 0.20, 0.73], [1.19, -0.16, -0.98], [-1.64, -1.55, -0.01], [-1.10, 2.54, 0.02]],
  "mulliken_charge": [0.781, -0.974, -0.524, -0.153, -0.470, 0.341, 0.276, 0.258, 0.118, 0.348]
}



## ii
{
  "formula": "C2H5NO2",
  "method": "ωB97M-V/def2-TZVPD",
  "charge": 0,
  "spin_multiplicity": 1,
  "smiles": "NC=O.C=O",
  "gap_ev": 10.94,
  "e_lumo_ev": 0.94,
  "symbols": ["N", "C", "O", "H", "H", "H", "C", "O", "H", "H"],
  "positions_angstrom": [[1.55, -0.45, -1.14], [1.34, -0.37, 0.20], [1.45, 0.65, 0.82], [1.46, -1.26, -1.70], [1.75, 0.42, -1.59], [1.12, -1.35, 0.64], [-2.40, 0.50, 0.44], [-1.88, -0.33, -0.24], [-2.23, 0.52, 1.53], [-3.06, 1.27, 0.01]],
  "mulliken_charge": [-0.325, 0.137, -0.559, 0.199, 0.219, 0.328, -0.079, -0.374, 0.217, 0.237]
}



## iii
{
  "formula": "C2H5NO2",
  "method": "ωB97M-V/def2-TZVPD",
  "charge": 0,
  "spin_multiplicity": 1,
  "smiles": "NCC(=O)O",
  "gap_ev": 10.55,
  "e_lumo_ev": 0.68,
  "symbols": ["N", "C", "C", "O", "O", "H", "H", "H", "H", "H"],
  "positions_angstrom": [[-1.50, 0.17, -1.08], [-0.29, -0.62, -0.86], [0.58, -0.06, 0.29], [1.08, -0.77, 1.13], [0.41, 1.25, 0.52], [-2.23, -0.49, -1.36], [-1.90, 0.55, -0.22], [0.34, -0.40, -1.73], [-0.39, -1.68, -0.65], [0.48, 1.37, 1.48]],
  "mulliken_charge": [-0.579, -0.318, 0.578, -0.543, -0.451, 0.252, 0.231, 0.222, 0.278, 0.330]
}



Energy ordering: iii at the bottom, the next structure 0.0160 hartree above.



## i
{
  "formula": "H10O5",
  "method": "ωB97M-V/def2-TZVPD",
  "charge": 0,
  "spin_multiplicity": 1,
  "smiles": "O.O.O.O.O",
  "gap_ev": 10.89,
  "e_lumo_ev": 0.17,
  "symbols": ["O", "H", "H", "O", "H", "H", "O", "H", "H", "O", "H", "H", "O", "H", "H"],
  "positions_angstrom": [[2.14, 2.85, -0.49], [2.93, 3.29, -0.17], [1.51, 2.91, 0.24], [0.39, -0.08, 0.72], [-0.32, -0.41, 0.15], [1.06, 0.27, 0.11], [-0.44, -1.68, -3.16], [-0.60, -2.63, -3.24], [-1.00, -1.39, -2.43], [0.02, 0.64, 3.42], [0.70, 0.12, 3.86], [0.10, 0.41, 2.48], [-1.86, -1.26, -0.66], [-2.00, -2.20, -0.51], [-2.65, -0.83, -0.31]],
  "mulliken_charge": [-0.648, 0.318, 0.332, -0.720, 0.376, 0.335, -0.647, 0.292, 0.399, -0.647, 0.305, 0.403, -0.746, 0.333, 0.316]
}



## ii
{
  "formula": "H10O5",
  "method": "ωB97M-V/def2-TZVPD",
  "charge": 0,
  "spin_multiplicity": 1,
  "smiles": "O.O.O.O.O",
  "gap_ev": 10.23,
  "e_lumo_ev": 0.27,
  "symbols": ["O", "H", "H", "O", "H", "H", "O", "H", "H", "O", "H", "H", "O", "H", "H"],
  "positions_angstrom": [[-0.27, -0.56, 1.43], [-1.18, -0.86, 1.68], [0.32, -1.02, 1.99], [3.31, -1.50, -0.71], [3.80, -1.53, 0.14], [2.46, -1.64, -0.52], [2.49, 2.07, 0.12], [2.91, 2.54, -0.55], [3.12, 1.48, 0.58], [0.01, 0.09, -0.56], [0.72, -0.17, -1.18], [-0.55, -0.64, -0.47], [-5.67, 0.02, -0.33], [-5.83, 0.57, -1.11], [-4.73, 0.32, -0.12]],
  "mulliken_charge": [-0.592, 0.297, 0.283, -0.603, 0.310, 0.288, -0.592, 0.292, 0.308, -0.582, 0.268, 0.325, -0.644, 0.322, 0.322]
}



## iii
{
  "formula": "H10O5",
  "method": "ωB97M-V/def2-TZVPD",
  "charge": 0,
  "spin_multiplicity": 1,
  "gap_ev": 9.14,
  "e_lumo_ev": -0.31,
  "symbols": ["O", "H", "H", "O", "H", "H", "O", "H", "H", "O", "H", "H", "O", "H", "H"],
  "positions_angstrom": [[-27.47, 14.04, 16.89], [-28.01, 14.81, 16.71], [-26.75, 14.11, 16.27], [-24.56, 15.19, 18.35], [-25.35, 14.76, 18.69], [-24.77, 16.13, 18.38], [-27.93, 15.74, 20.95], [-27.90, 16.60, 20.53], [-28.03, 15.13, 20.22], [-28.58, 14.73, 18.98], [-28.81, 14.59, 18.06], [-29.39, 14.55, 19.46], [-26.37, 14.49, 18.93], [-26.09, 14.13, 18.08], [-27.32, 14.46, 18.91]],
  "mulliken_charge": [-0.732, 0.315, 0.327, -0.834, 0.544, 0.251, -0.689, 0.274, 0.458, -0.644, 0.282, 0.305, -0.664, 0.273, 0.531]
}



Energy ordering: i at the bottom, the next structure 0.0768 hartree above.